{"formula": "C10H15AsO6PtSSe2", "method": "ωB97M-V with the def2-TZVPD basis set", "fmax_ev_per_a": 1.60, "homo_energy_ev": [-7.586, -7.648], "total_charge": 0, "de_lowest_kcal_mol": 15.7, "homo_lumo_gap_ev": [6.710, 6.715], "e_tot_ha": -8397.6029, "species": ["Pt", "C", "Se", "C", "C", "Se", "C", "H", "H", "H", "H", "H", "H", "H", "H", "H", "H", "O", "As", "O", "O", "C", "C", "C", "C", "C", "C", "S", "O", "O", "O", "H", "H", "H", "H", "H"], "coordinates": [[-0.280203, -0.682457, -0.470886], [-0.648158, -3.481784, -2.118903], [-0.461838, -3.031467, -0.255498], [1.395731, -3.524005, -0.000107], [2.332246, -2.732278, -0.884605], [2.244937, -0.853144, -0.454397], [2.974795, -0.252507, -2.128516], [-0.670478, -4.566776, -2.193777], [0.155991, -3.055241, -2.707983], [-1.591973, -3.046088, -2.436862], [1.484452, -4.591952, -0.202538], [1.558641, -3.352714, 1.063218], [2.068673, -2.826911, -1.935505], [3.362245, -3.064669, -0.758613], [3.985102, -0.642409, -2.226982], [2.998203, 0.833485, -2.094394], [2.340254, -0.584480, -2.946568], [-1.894474, -2.099673, 2.583791], [-1.013291, -0.551048, 2.858804], [-1.928964, 0.371555, 1.512038], [0.338424, -0.819412, 1.849960], [-3.224906, 0.406726, 1.204146], [-4.230533, 0.297018, 2.165960], [-5.564919, 0.362385, 1.804892], [-5.938243, 0.546119, 0.480112], [-4.955853, 0.667729, -0.484798], [-3.604225, 0.593602, -0.136586], [-2.461956, 0.704227, -1.473729], [-2.000415, -0.708978, -1.778531], [-3.145483, 1.334352, -2.551116], [-1.217428, 1.361848, -0.987753], [-2.530999, -2.259957, 3.285950], [-3.956900, 0.181513, 3.206459], [-6.324038, 0.279247, 2.573472], [-6.982504, 0.606230, 0.204289], [-5.221113, 0.832613, -1.519448]], "forces_ev_per_angstrom": [[-1.3457, -0.2756, -0.8137], [-0.0527, -0.1717, -0.0973], [0.1474, 0.8219, 0.2389], [0.1827, -0.2604, -0.0935], [0.0221, -0.2438, 0.0452], [0.1977, 0.5029, 0.6504], [-0.0068, 0.0635, -0.2481], [-0.0251, -0.0107, -0.1116], [0.0141, 0.0022, -0.0139], [-0.0081, -0.0296, 0.0076], [-0.0591, -0.0252, 0.0349], [0.0964, 0.0735, 0.0024], [0.0252, -0.1054, -0.0407], [-0.0080, -0.0399, 0.0620], [0.0230, 0.0411, -0.0670], [0.0106, 0.0046, -0.0508], [0.0480, 0.0491, -0.0417], [-0.0175, -0.2049, -0.0964], [0.9906, -0.0037, -0.7376], [-0.0807, 0.1513, -0.0850], [-0.8146, 0.0016, 0.7607], [0.2603, -0.0556, -0.0305], [-0.2151, 0.0241, -0.0036], [0.0591, -0.0232, 0.0775], [-0.0088, 0.0125, -0.0288], [0.1439, 0.0014, 0.1345], [-0.4863, -0.0251, -0.0288], [0.7648, -0.2021, 0.4941], [-0.2015, 0.1317, 0.2485], [0.0716, 0.0202, -0.2849], [0.2403, -0.1662, 0.0641], [-0.0987, -0.0501, 0.0614], [0.0569, 0.0005, 0.0050], [0.0119, -0.0009, -0.0118], [0.0231, -0.0014, 0.0032], [0.0389, -0.0065, -0.0049]]}



{"formula": "C10H15AsO6PtSSe2", "method": "ωB97M-V with the def2-TZVPD basis set", "fmax_ev_per_a": 2.00, "homo_energy_ev": -8.241, "total_charge": 0, "de_lowest_kcal_mol": 0.0, "homo_lumo_gap_ev": 7.983, "e_tot_ha": -8397.6279, "species": ["Pt", "C", "Se", "C", "C", "Se", "C", "H", "H", "H", "H", "H", "H", "H", "H", "H", "H", "O", "As", "O", "O", "C", "C", "C", "C", "C", "C", "S", "O", "O", "O", "H", "H", "H", "H", "H"], "coordinates": [[-1.106136, 0.659597, 0.160437], [-4.014993, 0.746208, 1.859141], [-2.125012, 0.649328, 2.314434], [-2.043459, -1.231574, 2.804777], [-2.301446, -2.150220, 1.636119], [-0.966022, -1.833197, 0.242768], [-2.062411, -2.310571, -1.285620], [-4.610135, 0.691600, 2.768188], [-4.295502, -0.036205, 1.159649], [-4.148948, 1.715187, 1.383258], [-2.759314, -1.385081, 3.612354], [-1.027776, -1.337212, 3.187394], [-3.282398, -1.997377, 1.188678], [-2.208828, -3.194289, 1.935280], [-2.318538, -3.365983, -1.227994], [-1.453819, -2.124666, -2.167279], [-2.950922, -1.687014, -1.317429], [0.212256, 2.772528, 3.191792], [1.253120, 1.355295, 2.721283], [1.147329, 1.777487, 0.826119], [0.112795, 0.154539, 2.740006], [1.460609, 2.956176, 0.299764], [2.506436, 3.741671, 0.806774], [2.787402, 4.988281, 0.282990], [2.045396, 5.506916, -0.772443], [1.023925, 4.747194, -1.307565], [0.739896, 3.486579, -0.789967], [-0.611718, 2.628119, -1.510336], [-1.690196, 2.578177, -0.440199], [-1.010068, 3.282826, -2.709962], [-0.239226, 1.180164, -1.676988], [0.745534, 3.539897, 3.425795], [3.095335, 3.340504, 1.621924], [3.600040, 5.567246, 0.704103], [2.270264, 6.482040, -1.180699], [0.442524, 5.105599, -2.145124]], "forces_ev_per_angstrom": [[-1.3734, -1.4476, 0.1899], [-0.1132, -0.2025, -0.1825], [-0.1302, 0.0970, -0.1483], [-0.2497, -0.2087, 0.1234], [-0.0707, -0.0720, 0.0879], [0.1847, 1.0828, 0.1082], [0.0299, 0.0398, -0.0520], [-0.0376, -0.0007, 0.0141], [-0.1412, 0.0135, -0.0280], [-0.0499, 0.0126, -0.0066], [-0.1246, -0.0755, -0.0711], [-0.3401, -0.0653, 0.0188], [0.0115, 0.0031, -0.0327], [-0.0071, -0.0095, -0.0142], [0.0234, -0.0049, 0.0191], [-0.0200, -0.0018, -0.0139], [0.0129, 0.0071, 0.0440], [0.0753, -0.2563, -0.0521], [0.4578, 0.6283, 0.1441], [0.0980, -0.1161, -0.0170], [1.1476, 0.0899, 0.0526], [-0.0001, 0.3301, 0.1342], [-0.0665, -0.1212, 0.0111], [-0.0099, 0.0583, -0.0241], [0.0425, -0.0016, 0.0190], [0.1172, -0.1237, -0.0539], [0.0379, -0.0466, -0.0423], [-0.4084, 0.1561, 0.0963], [0.6013, 0.1094, -0.1511], [0.0868, 0.0582, 0.0521], [0.1717, 0.0571, -0.1964], [0.0335, -0.0167, -0.0419], [0.0332, 0.0256, -0.0012], [0.0047, -0.0102, 0.0000], [-0.0037, 0.0068, 0.0103], [-0.0233, 0.0053, 0.0039]]}



{"formula": "C10H15B2CaF4N4O5S2Se4", "method": "ωB97M-V with the def2-TZVPD basis set", "fmax_ev_per_a": 0.64, "homo_energy_ev": [-5.025, -5.025], "total_charge": -1, "de_lowest_kcal_mol": 3.8, "homo_lumo_gap_ev": [4.386, 4.387], "e_tot_ha": -12514.6299, "species": ["Ca", "C", "C", "N", "O", "B", "F", "F", "O", "N", "C", "C", "C", "N", "O", "B", "F", "F", "O", "N", "C", "C", "C", "H", "H", "H", "H", "H", "H", "H", "H", "H", "H", "H", "H", "Se", "Se", "Se", "Se", "C", "O", "C", "S", "S", "H", "H", "H"], "coordinates": [[0.084582, 0.411311, -1.574606], [3.521041, -1.598240, 1.159089], [2.302044, -1.248986, 0.365375], [2.103527, -0.109802, -0.175960], [3.045549, 0.843455, 0.014154], [2.533698, 2.170899, -0.449989], [3.583885, 3.047450, -0.412984], [1.998858, 1.979385, -1.760422], [1.460125, 2.718683, 0.427406], [0.307390, 2.023527, 0.270166], [-0.640021, 2.234285, 1.097339], [-0.583316, 3.245733, 2.198263], [-1.807969, 1.299788, 0.990402], [-1.655757, 0.329529, 0.173162], [-2.614021, -0.629369, 0.152805], [-2.184208, -1.751856, -0.752836], [-3.239186, -2.623974, -0.823435], [-1.805725, -1.196656, -1.996254], [-1.012737, -2.513238, -0.216512], [0.136664, -1.796500, -0.364864], [1.149653, -2.197939, 0.299062], [1.190891, -3.465888, 1.093135], [-3.028249, 1.469755, 1.836585], [4.229413, -0.776815, 1.119621], [3.990499, -2.501235, 0.764059], [3.259076, -1.792963, 2.201363], [0.341592, 3.809532, 2.125449], [-0.629736, 2.754267, 3.173248], [-1.431105, 3.930090, 2.131876], [0.315087, -4.069734, 0.873892], [1.211965, -3.245950, 2.162129], [2.092187, -4.032536, 0.853528], [-2.828415, 2.041792, 2.738468], [-3.429838, 0.495845, 2.109953], [-3.800575, 1.983789, 1.257897], [-0.672116, -0.550494, 3.318916], [-3.221146, -0.134526, 5.455430], [-3.884512, -1.739805, 4.121809], [-2.081383, -2.066697, 2.688753], [1.013485, -0.352351, -4.973572], [0.157282, 0.342574, -4.070840], [-0.740365, 1.287036, -4.559979], [-0.893091, 1.508846, -6.191540], [-1.542939, 2.062678, -3.289605], [1.666216, -0.961925, -4.349253], [1.598341, 0.349897, -5.564838], [0.433360, -0.982687, -5.645864]], "forces_ev_per_angstrom": [[-0.2207, 0.1988, -0.5623], [-0.0010, -0.0099, -0.0118], [0.0572, 0.0930, -0.0021], [-0.0323, -0.0592, 0.0806], [0.0211, -0.0039, -0.0012], [0.0430, 0.0029, 0.0103], [-0.0117, -0.0087, -0.0449], [-0.1177, -0.0786, 0.0024], [-0.0500, 0.0338, 0.0172], [-0.0521, -0.1265, 0.0096], [0.0764, 0.0916, 0.0374], [0.0037, -0.0040, -0.0349], [-0.1096, -0.0189, 0.0965], [0.2207, -0.0513, -0.0136], [-0.0182, 0.0658, 0.0290], [0.0386, -0.0468, -0.1404], [0.0104, -0.0042, 0.0342], [0.0488, 0.0467, 0.0368], [-0.0228, -0.0487, -0.0547], [0.0143, 0.1037, 0.2125], [-0.0415, -0.0708, -0.0394], [-0.0448, 0.0341, -0.0072], [-0.0952, 0.0609, -0.0716], [0.0036, -0.0040, 0.0019], [-0.0009, -0.0025, 0.0074], [-0.0044, 0.0041, -0.0040], [-0.0014, 0.0014, 0.0040], [-0.0089, 0.0065, 0.0077], [-0.0037, -0.0077, 0.0107], [0.0010, 0.0045, 0.0017], [-0.0080, 0.0025, 0.0406], [-0.0010, 0.0119, 0.0156], [0.0086, -0.0134, -0.0088], [-0.0188, 0.0572, -0.0178], [0.0031, 0.0232, -0.0048], [0.2080, -0.2353, 0.0904], [-0.0426, 0.1066, -0.0107], [0.0138, -0.1100, 0.0688], [-0.0215, 0.0056, -0.0440], [-0.0251, -0.0340, -0.0667], [0.1724, -0.0483, 0.1583], [0.0299, -0.0520, 0.0862], [-0.0091, 0.0062, 0.0114], [0.0028, 0.0557, 0.0451], [-0.0087, 0.0030, 0.0142], [0.0006, 0.0063, 0.0088], [-0.0063, 0.0126, 0.0021]]}